Density functional theory data (ωB97M-V/def2-TZVPD) for 5 unconnected molecules or ions with the total composition C32H56BFN6O3P.

```
100
Properties=species:S:1:pos:R:3
C 3.052 3.097 -0.932
C 2.885 1.917 0.016
O 1.816 2.243 0.919
P 1.474 1.107 2.012
O 2.475 1.164 3.091
C 1.472 -0.550 1.296
C 0.071 -1.080 0.938
B 0.062 -2.090 -0.366
C 0.476 -1.230 -1.704
C -0.343 0.056 -1.917
C -0.808 0.256 -3.350
C -1.650 1.501 -3.499
N -0.866 2.726 -3.209
C 1.096 -3.389 -0.119
C 1.845 -3.785 -1.330
C 3.219 -3.189 -1.593
N 1.368 -4.629 -2.149
C -1.491 -2.687 -0.428
C -1.865 -3.518 -1.638
C -3.359 -3.324 -1.989
F -1.716 -4.878 -1.379
O 0.033 1.392 2.653
C -0.830 2.322 1.959
C -2.262 1.758 1.942
H 2.066 3.534 -1.030
H 3.348 2.713 -1.901
H 3.746 3.830 -0.542
H 3.783 1.734 0.598
H 2.649 1.059 -0.599
H 1.885 -1.173 2.077
H 2.166 -0.635 0.468
H -0.266 -1.670 1.791
H -0.660 -0.280 0.820
H 1.519 -0.915 -1.584
H 0.442 -1.804 -2.633
H 0.276 0.920 -1.670
H -1.235 0.098 -1.287
H 0.043 0.287 -4.024
H -1.436 -0.574 -3.671
H -2.033 1.595 -4.509
H -2.484 1.441 -2.795
H -1.457 3.531 -3.388
H -0.696 2.761 -2.209
H 1.827 -3.189 0.672
H 0.543 -4.264 0.205
H 3.188 -2.477 -2.409
H 3.613 -2.740 -0.686
H 3.884 -3.997 -1.884
H 2.020 -4.766 -2.922
H -1.594 -3.352 0.432
H -2.198 -1.867 -0.278
H -1.303 -3.239 -2.525
H -3.878 -3.052 -1.075
H -3.796 -4.242 -2.365
H -3.500 -2.512 -2.698
H -0.537 2.483 0.931
H -0.859 3.241 2.530
H -2.904 2.245 2.664
H -2.257 0.681 2.035
H -2.691 1.970 0.966
N -2.473 -1.934 3.439
C -3.710 -2.209 2.929
C -4.112 -3.421 3.426
C -3.074 -3.893 4.272
C -2.078 -2.952 4.258
H -1.933 -1.111 3.235
H -4.194 -1.521 2.257
H -5.045 -3.913 3.205
H -3.058 -4.818 4.824
H -1.124 -2.921 4.758
N -7.977 0.873 2.742
C -6.885 0.061 2.594
C -6.983 -0.555 1.375
C -8.180 -0.093 0.763
C -8.769 0.788 1.629
H -8.166 1.443 3.545
H -6.137 -0.010 3.365
H -6.277 -1.259 0.966
H -8.562 -0.375 -0.204
H -9.679 1.358 1.552
N 5.073 2.362 3.773
C 6.206 3.037 3.422
C 6.705 3.645 4.546
C 5.833 3.316 5.618
C 4.838 2.523 5.103
H 4.480 1.827 3.153
H 6.562 3.029 2.405
H 7.593 4.255 4.594
H 5.923 3.626 6.646
H 3.983 2.062 5.567
N 3.918 3.422 -5.921
C 3.358 2.491 -5.090
C 4.216 1.427 -5.013
C 5.340 1.731 -5.828
C 5.127 2.969 -6.374
H 3.503 4.303 -6.162
H 2.401 2.665 -4.627
H 4.056 0.531 -4.436
H 6.206 1.111 -5.994
H 5.728 3.562 -7.041
```

Charge: -1
HOMO level: -5.456 eV
DFT total energy: -61861.1374 eV

Mulliken atomic charge list, values in e, 8 entries: C -1.53; C 0.44; O -0.36; P 0.58; O -0.86; C -0.60; C 0.23; B 0.59

---

Density functional theory data (ωB97M-V/def2-TZVPD) for a molecular structure, C40H36AlIN3O2P2STe.

```
87
Properties=species:S:1:pos:R:3
Al -0.297 1.089 0.593
Te 0.723 -0.912 -2.844
C 0.881 -2.933 -3.383
C 0.351 -3.362 -4.593
C 0.433 -4.710 -4.910
N 0.990 -5.629 -4.121
C 1.502 -5.195 -2.969
C 1.475 -3.871 -2.555
C 1.001 -1.247 -0.767
P -0.598 -1.279 0.084
C -0.467 -2.415 1.502
C 0.396 -3.506 1.437
C 0.446 -4.425 2.475
C -0.366 -4.259 3.589
C -1.235 -3.179 3.660
C -1.287 -2.266 2.617
C -1.859 -2.026 -0.968
C -1.893 -3.405 -1.161
C -2.769 -3.952 -2.087
C -3.623 -3.129 -2.808
C -3.611 -1.756 -2.600
C -2.727 -1.206 -1.687
P 1.837 0.142 0.005
C 3.168 0.776 -1.037
C 4.032 -0.133 -1.648
C 5.090 0.336 -2.405
C 5.291 1.705 -2.557
C 4.431 2.607 -1.953
C 3.367 2.141 -1.189
C 2.729 -0.401 1.500
C 3.181 -1.711 1.615
C 3.926 -2.099 2.719
C 4.236 -1.173 3.706
C 3.811 0.144 3.585
C 3.058 0.528 2.485
H -0.136 -2.678 -5.277
H 0.021 -5.071 -5.846
H 1.961 -5.949 -2.338
H 1.898 -3.574 -1.603
H 1.028 -3.623 0.565
H 1.117 -5.272 2.413
H -0.326 -4.975 4.400
H -1.873 -3.052 4.524
H -1.975 -1.431 2.672
H -1.237 -4.057 -0.598
H -2.778 -5.022 -2.248
H -4.301 -3.560 -3.533
H -4.280 -1.115 -3.159
H -2.700 -0.132 -1.543
H 3.864 -1.197 -1.539
H 5.759 -0.366 -2.885
H 6.120 2.065 -3.152
H 4.584 3.671 -2.077
H 2.690 2.846 -0.720
H 2.948 -2.421 0.830
H 4.268 -3.122 2.807
H 4.816 -1.476 4.568
H 4.069 0.869 4.345
H 2.731 1.557 2.390
I -4.073 7.250 -4.049
C -3.126 5.790 -2.926
C -2.927 5.996 -1.564
C -2.300 5.016 -0.815
C -1.873 3.845 -1.431
C -2.065 3.648 -2.794
C -2.697 4.622 -3.547
C -1.238 2.777 -0.658
O -0.791 1.721 -1.198
O -1.099 2.808 0.626
H -3.260 6.913 -1.098
H -2.125 5.157 0.244
H -1.715 2.734 -3.257
H -2.854 4.476 -4.606
C -1.595 4.777 3.999
N -0.942 3.512 3.678
C -1.434 2.329 3.335
S -0.267 1.064 2.997
N -2.721 2.010 3.266
C -3.957 2.733 3.579
H -0.807 5.506 4.165
H -2.188 4.708 4.908
H -2.211 5.128 3.173
H 0.065 3.518 3.668
H -2.851 1.039 3.021
H -3.785 3.786 3.723
H -4.405 2.321 4.481
H -4.651 2.611 2.750
```

Charge: +1
HOMO level: -9.164 eV
DFT total energy: -102031.0207 eV

Mulliken atomic charge list, values in e, 8 entries: Al 0.94; Te 0.50; C 0.29; C -0.57; C -0.39; N -0.62; C -0.50; C 0.11

---

Density functional theory data (ωB97M-V/def2-TZVPD) for 2 unconnected molecules or ions with the total composition C5H10NO3.

```
19
Properties=species:S:1:pos:R:3
N -3.427 1.820 -1.301
O -3.517 3.075 -1.342
O -2.294 1.259 -1.453
O -4.456 1.118 -1.118
C 1.339 -2.211 1.096
C 0.658 -1.436 -0.045
C 0.571 0.098 0.087
C -0.510 0.694 0.639
C 1.797 0.930 -0.292
H 1.348 -3.282 0.865
H 2.380 -1.883 1.223
H 0.785 -2.068 2.033
H 1.227 -1.634 -0.969
H -0.382 -1.786 -0.146
H -0.500 1.761 0.869
H -1.349 0.094 1.021
H 2.561 0.286 -0.766
H 1.516 1.738 -0.990
H 2.252 1.428 0.589
```

2S+1: 2
HOMO level (spin up / spin down): -9.114 / -9.105 eV
DFT total energy: -12972.7869 eV
⟨S²⟩: 0.7577

natural (NBO) atomic charge list, values in e, 8 entries: N 0.67; O -0.24; O -0.19; O -0.24; C -0.60; C -0.43; C 0.03; C -0.42

---

Density functional theory data (ωB97M-V/def2-TZVPD) for C2H3NS in the gas phase.

```
7
Properties=species:S:1:pos:R:3
H -1.511 -1.809 -0.273
N -1.758 -0.863 0.006
C -0.157 -0.383 0.222
C 0.542 0.885 0.024
S 1.500 -0.766 0.014
H 0.583 1.415 -0.896
H 0.801 1.521 0.902
```

SMILES: [H]/N=C1/CS1
HOMO level (spin up / spin down): -8.667 / -9.301 eV
DFT total energy: -14443.3842 eV

Just the natural (NBO) charges please, in e? Sure, here they are: H 0.31; N -0.59; C 0.05; C -0.47; S 0.23; H 0.23; H 0.24

---

Density functional theory data (ωB97M-V/def2-TZVPD) for 8 unconnected molecules or ions with the total composition C43H98Cl4.

```
145
Properties=species:S:1:pos:R:3
C -0.305 -0.965 -0.247
Cl -1.570 -1.293 -1.429
Cl 1.209 -0.076 -0.891
Cl -0.969 0.129 1.068
Cl 0.040 -2.506 0.581
C 2.222 7.682 -4.165
C 1.044 6.778 -3.640
C 1.046 5.242 -4.096
C 1.930 4.410 -3.173
C 2.019 2.963 -3.683
C 2.877 2.197 -2.629
H 2.120 7.748 -5.248
H 3.238 7.358 -3.938
H 2.071 8.733 -3.918
H 0.938 6.964 -2.571
H 0.121 7.209 -4.028
H 1.401 5.219 -5.126
H 0.039 4.855 -4.247
H 2.884 4.906 -2.997
H 1.452 4.326 -2.197
H 1.026 2.577 -3.913
H 2.491 3.002 -4.665
H 2.465 2.443 -1.651
H 2.837 1.135 -2.875
H 3.889 2.603 -2.613
C 2.470 1.849 4.215
C 1.234 2.370 3.474
C 1.544 3.151 2.227
C 0.479 3.208 1.123
C -0.901 3.419 1.678
C -1.204 4.672 2.467
H 3.127 1.284 3.554
H 2.261 1.170 5.042
H 3.100 2.664 4.570
H 0.636 1.497 3.213
H 0.751 3.038 4.187
H 2.483 2.909 1.729
H 1.715 4.193 2.498
H 0.773 4.050 0.497
H 0.544 2.310 0.508
H -1.659 3.242 0.916
H -1.157 2.516 2.232
H -0.842 4.531 3.486
H -0.624 5.466 1.995
H -2.257 4.951 2.507
C 0.825 -1.872 4.319
C 0.037 -2.551 5.432
C -0.699 -3.840 5.019
C -1.947 -4.119 5.784
C -1.706 -4.236 7.326
C -2.106 -5.595 7.852
H 0.450 -2.028 3.308
H 1.768 -2.413 4.238
H 1.124 -0.828 4.420
H 0.690 -2.640 6.300
H -0.730 -1.835 5.729
H 0.002 -4.672 4.943
H -0.938 -3.633 3.976
H -2.615 -3.274 5.612
H -2.404 -4.948 5.243
H -0.681 -4.054 7.648
H -2.082 -3.432 7.959
H -2.078 -5.549 8.941
H -3.083 -5.891 7.471
H -1.369 -6.380 7.684
C -8.379 -2.919 2.060
C -7.905 -3.899 3.144
C -6.527 -4.579 2.984
C -5.306 -3.610 2.577
C -4.033 -4.432 2.410
C -2.864 -3.844 1.509
H -8.688 -3.394 1.129
H -7.578 -2.283 1.685
H -9.300 -2.418 2.361
H -7.989 -3.269 4.030
H -8.701 -4.619 3.337
H -6.712 -5.355 2.240
H -6.203 -4.959 3.953
H -5.523 -3.129 1.624
H -5.085 -2.881 3.357
H -3.675 -4.344 3.436
H -4.231 -5.478 2.177
H -1.898 -3.911 2.009
H -2.815 -4.408 0.578
H -3.089 -2.826 1.190
C -1.539 1.900 -2.842
C -2.418 2.599 -3.889
C -3.324 3.644 -3.173
C -4.036 4.633 -4.089
C -5.454 4.254 -4.601
C -5.926 5.276 -5.651
H -0.936 1.153 -3.357
H -2.025 1.404 -2.001
H -0.787 2.585 -2.451
H -1.829 3.007 -4.710
H -3.040 1.813 -4.316
H -2.677 4.193 -2.489
H -4.112 3.102 -2.650
H -4.157 5.593 -3.588
H -3.444 4.874 -4.972
H -5.333 3.312 -5.134
H -6.175 4.082 -3.802
H -6.175 6.200 -5.130
H -5.210 5.586 -6.413
H -6.765 4.820 -6.176
C 6.232 -1.886 4.377
C 5.023 -2.604 3.816
C 4.394 -2.133 2.538
C 5.073 -2.541 1.258
C 4.821 -1.684 -0.042
C 3.701 -2.252 -0.917
H 6.554 -2.447 5.254
H 6.004 -0.872 4.704
H 6.939 -1.831 3.549
H 5.424 -3.615 3.739
H 4.167 -2.735 4.477
H 4.384 -1.045 2.593
H 3.348 -2.440 2.523
H 6.146 -2.562 1.448
H 4.876 -3.567 0.946
H 4.678 -0.608 0.051
H 5.793 -1.628 -0.533
H 3.736 -1.419 -1.619
H 3.922 -3.103 -1.561
H 2.704 -2.268 -0.478
C 0.993 -2.066 -4.023
C 1.983 -3.144 -4.252
C 3.086 -2.893 -5.281
C 4.067 -1.879 -4.612
C 4.958 -1.253 -5.730
C 4.180 -0.162 -6.537
H 0.329 -2.538 -3.298
H 0.448 -1.892 -4.951
H 1.320 -1.160 -3.514
H 2.342 -3.472 -3.277
H 1.390 -4.004 -4.564
H 2.663 -2.564 -6.230
H 3.564 -3.816 -5.608
H 3.559 -1.115 -4.024
H 4.644 -2.392 -3.843
H 5.704 -0.702 -5.157
H 5.411 -2.033 -6.342
H 3.288 -0.482 -7.075
H 3.748 0.638 -5.937
H 4.814 0.357 -7.257
```

Charge: -1
2S+1: 2
HOMO level (spin up / spin down): -1.253 / -6.643 eV
DFT total energy: -96267.7090 eV
⟨S²⟩: 0.7528

Mulliken atomic charge list, values in e, 8 entries: C 0.08; Cl -0.25; Cl -0.12; Cl -0.32; Cl -0.40; C -1.19; C -0.76; C -0.17

---

Density functional theory data (ωB97M-V/def2-TZVPD) for C3H4ClFOS in the gas phase.

```
11
Properties=species:S:1:pos:R:3
F 0.344 -0.544 1.592
C -0.822 -0.294 0.968
Cl -1.913 0.637 2.026
C -0.604 0.531 -0.281
O 0.174 -0.185 -1.260
C 1.454 -0.267 -1.011
S 2.420 -1.327 -1.797
H -1.373 -1.210 0.767
H -0.081 1.417 0.003
H -1.544 0.862 -0.717
H 1.945 0.380 -0.289
```

SMILES: F[C@@H](Cl)COC=S
HOMO level: -8.888 eV
DFT total energy: -31297.5174 eV

natural (NBO) atomic charge list, values in e, 8 entries: F -0.32; C 0.19; Cl -0.05; C -0.13; O -0.47; C 0.04; S -0.05; H 0.19

---

Density functional theory data (ωB97M-V/def2-TZVPD) for 14 unconnected molecules or ions with the total composition C5H37NO15.

```
58
Properties=species:S:1:pos:R:3
C 0.781 3.036 -0.490
N -0.121 1.879 -0.956
C 0.543 0.578 -0.755
C 1.551 0.247 -1.900
C 1.905 -1.149 -2.136
O 1.553 -1.854 -3.076
C 1.206 0.440 0.601
O 1.259 -0.910 0.990
H 1.730 2.772 -0.836
H 0.670 3.062 0.570
H 0.419 3.910 -0.985
H -0.350 2.080 -1.883
H -0.224 -0.132 -0.833
H 2.490 0.879 -1.672
H 1.138 0.693 -2.876
H 2.590 -1.504 -1.366
H 0.663 1.063 1.393
H 2.245 0.742 0.697
H 1.254 -1.601 0.302
H -2.409 -0.773 -2.165
H -2.776 -2.144 -1.439
O -2.070 -1.650 -1.752
H 2.520 2.790 2.822
H 3.016 1.221 2.801
O 2.960 2.080 2.308
H -3.520 -2.090 0.972
H -4.795 -2.663 0.185
O -3.894 -2.419 0.122
H -0.440 -1.503 2.674
H -0.692 -2.408 3.887
O -0.241 -1.634 3.587
H -2.810 1.377 -2.889
H -4.363 1.141 -3.297
O -3.609 0.828 -2.943
H -1.017 -2.302 -0.524
H -0.769 -3.655 -0.851
O -0.246 -2.924 -0.599
H -0.571 0.685 -3.742
H -0.133 1.758 -4.819
O -0.617 1.714 -3.946
H 2.292 -1.113 4.315
H 1.441 -0.692 3.308
O 2.281 -0.486 3.649
H -3.147 1.608 -0.624
H -2.962 2.856 0.451
O -2.977 1.907 0.351
H -0.482 -1.433 -3.209
H 0.488 -1.103 -4.432
O -0.417 -0.854 -4.066
H 2.310 1.319 4.523
H 0.934 2.017 4.350
O 1.866 2.138 4.579
H -2.435 0.015 1.172
H -3.222 -0.628 2.305
O -2.776 -0.858 1.519
H 4.080 -2.888 2.284
H 3.531 -1.471 2.271
O 4.364 -1.993 2.074
```

Charge: +1
2S+1: 2
HOMO level (spin up / spin down): -13.143 / -13.143 eV
DFT total energy: -37977.0486 eV
⟨S²⟩: 0.7552

natural (NBO) atomic charge list, values in e, 8 entries: C -0.43; N -0.09; C -0.13; C -0.54; C 0.44; O -0.49; C -0.10; O -0.76

---

Density functional theory data (ωB97M-V/def2-TZVPD) for C4H12N2S in the gas phase.

```
19
Properties=species:S:1:pos:R:3
N 1.969 -2.230 0.886
C 1.773 -2.015 -0.578
C 1.623 -0.546 -0.951
N 0.227 0.011 -0.791
C 0.221 1.290 -0.110
C -1.160 1.929 -0.051
S -2.357 0.769 0.708
H 2.907 -2.490 1.161
H 1.655 -1.473 1.473
H 2.690 -2.386 -1.037
H 0.900 -2.605 -0.861
H 1.703 -0.705 -2.033
H 2.364 0.135 -0.531
H -0.083 -0.750 -0.191
H 0.923 2.004 -0.557
H 0.550 1.144 0.935
H -1.145 2.753 0.676
H -1.427 2.438 -0.978
H -3.510 1.225 0.232
```

SMILES: NCCNCCS
HOMO level: -8.748 eV
DFT total energy: -18156.7615 eV

natural (NBO) atomic charge list, values in e, 8 entries: N -0.87; C -0.23; C -0.25; N -0.62; C -0.23; C -0.51; S -0.07; H 0.36